C18H24N4O3 | ωB97M-V/def2-TZVPD

Summary:
2S+1: 1
Highest occupied orbital energy (Ha): -0.31588
Structure (SMILES): CCN1C[C@@H](CN(C)Cc2nc(COc3ccccc3)no2)CC1=O
ΔE to the lowest compared entry with this formula, charge and spin (kcal per mole): 111.9

Structure (XYZ):
```
49
Properties=species:S:1:pos:R:3:forces:R:3
C -3.450749 -0.444826 -1.068197 -0.88 -0.13 0.38
C -2.812150 -0.597527 -2.425337 -0.42 1.71 -0.36
N -1.671277 0.320290 -2.525193 0.85 1.48 -0.34
C -0.283979 -0.106251 -2.740308 -0.07 0.36 0.33
C 0.548464 1.181357 -2.475376 0.64 0.53 -1.15
C 1.879060 1.304754 -3.254707 0.06 -0.40 1.54
N 2.890734 0.325202 -2.853416 0.45 0.07 -0.08
C 2.875281 -0.923634 -3.609221 0.17 0.27 1.09
C 3.557241 0.410586 -1.518850 -0.77 -0.42 -1.63
C 2.787342 -0.245193 -0.405083 -0.81 0.15 0.56
N 2.204904 0.446761 0.537924 -0.33 -1.13 -0.26
C 1.368298 -0.495843 1.114473 0.41 -0.89 -0.81
C 0.331771 -0.168214 2.128949 -0.44 0.58 0.51
O 0.733385 -0.664339 3.409625 -0.23 0.19 -0.49
C -0.189260 -0.642599 4.414943 -1.37 0.72 0.29
C 0.116474 -1.384753 5.549176 0.62 0.12 -0.33
C -0.750469 -1.435243 6.621043 0.39 -0.75 0.50
C -1.984297 -0.812317 6.580418 -0.59 -0.33 0.83
C -2.308122 -0.068919 5.475121 -0.23 0.84 -0.95
C -1.413790 0.081022 4.414907 0.88 -0.23 -0.54
N 1.451970 -1.700067 0.578221 0.17 1.17 0.47
O 2.426603 -1.558689 -0.407732 0.16 1.32 -0.13
C -0.389597 2.352361 -2.847921 0.75 -0.70 1.06
C -1.749461 1.713342 -2.589771 -0.81 0.74 -0.73
O -2.736521 2.430055 -2.534279 -0.33 -1.14 0.26
H -2.834306 -0.851873 -0.276818 0.19 -0.16 0.19
H -3.671940 0.600970 -0.821800 0.21 -0.17 -0.31
H -4.418729 -0.960069 -1.064771 0.18 -0.08 0.14
H -2.489174 -1.601225 -2.639403 0.30 -0.37 0.04
H -3.579737 -0.333933 -3.186545 0.58 -0.04 0.23
H -0.015717 -0.889325 -2.037284 0.05 -0.21 0.15
H -0.154807 -0.513685 -3.746254 0.11 0.12 -0.17
H 0.816586 1.239503 -1.419997 -0.36 -0.02 0.06
H 2.300910 2.313561 -3.114053 -0.24 -0.15 0.13
H 1.658959 1.216345 -4.310653 0.19 -0.25 -0.38
H 3.826989 -1.420003 -3.441348 0.12 -0.23 -0.13
H 2.076348 -1.620128 -3.319698 0.03 0.01 -0.01
H 2.772770 -0.688590 -4.660718 0.02 -0.01 -0.26
H 4.560466 -0.013284 -1.589332 0.02 0.03 -0.10
H 3.614473 1.474017 -1.267826 0.13 -0.25 0.12
H -0.634078 -0.586537 1.803979 0.26 -0.17 0.28
H 0.195537 0.931681 2.147770 0.23 -0.45 0.06
H 1.089981 -1.868080 5.550640 -0.21 -0.12 0.18
H -0.457801 -2.037612 7.491038 -0.19 0.34 -0.34
H -2.692022 -0.931291 7.413738 0.40 0.13 -0.45
H -3.259145 0.463825 5.355809 0.33 -0.28 0.41
H -1.669065 0.799177 3.625544 0.14 -0.57 0.16
H -0.204011 3.224163 -2.176086 -0.47 -0.65 -0.48
H -0.264340 2.735081 -3.885342 -0.30 -0.57 0.49
```
Positions in Å, forces in eV/Å.

C18H24N4O3 | ωB97M-V/def2-TZVPD

Summary:
2S+1: 1
Highest occupied orbital energy (Ha): -0.29608
Structure (SMILES): CCCCOc1ccc(NC(=O)C(=O)NCCCn2ccnc2)cc1
ΔE to the lowest compared entry with this formula, charge and spin (kcal per mole): 45.7

Structure (XYZ):
```
49
Properties=species:S:1:pos:R:3:forces:R:3
C 6.748592 5.273074 -0.729751 -0.06 0.10 0.23
C 6.131063 5.160685 0.658698 -0.04 -0.25 -0.14
C 5.579517 3.761154 0.914824 -0.13 0.14 0.35
C 4.966040 3.641872 2.311459 0.21 0.23 -0.31
O 4.468913 2.346840 2.577906 -0.07 -0.25 0.10
C 3.305510 1.936150 2.006054 -0.19 -0.24 -0.03
C 2.433668 2.735125 1.271254 0.28 0.11 0.16
C 1.269898 2.197135 0.754196 -0.13 -0.33 0.01
C 0.951799 0.858758 0.953025 0.45 0.09 0.24
N -0.227818 0.365660 0.391745 -0.52 0.23 -0.36
C -0.728554 -0.879263 0.386177 0.14 0.08 0.09
O -0.275066 -1.884781 0.906239 0.06 0.05 0.01
C -2.039218 -0.921362 -0.409395 -0.15 -0.11 -0.12
O -2.525307 0.085651 -0.897828 -0.08 0.09 -0.04
N -2.530367 -2.159976 -0.495435 0.24 -0.29 0.20
C -3.758503 -2.499616 -1.165521 -0.27 0.04 0.01
C -4.837687 -2.938450 -0.172435 -0.07 0.09 -0.34
C -6.153762 -3.273121 -0.882982 0.21 0.34 0.51
N -6.010405 -4.393474 -1.771167 -0.10 -0.22 -0.26
C -5.937010 -5.710345 -1.409284 0.02 -0.28 0.10
C -5.733861 -6.409228 -2.563345 0.00 -0.02 0.27
N -5.676652 -5.555278 -3.618023 0.10 0.02 -0.61
C -5.841261 -4.364628 -3.115229 -0.05 0.10 -0.08
C 1.817268 0.057247 1.695100 -0.09 -0.05 -0.04
C 2.974953 0.594110 2.211708 0.16 0.36 -0.03
H 7.567778 4.566436 -0.840366 0.10 -0.07 -0.07
H 7.134839 6.275679 -0.896056 0.07 0.07 -0.10
H 6.006955 5.058952 -1.496111 -0.04 -0.02 -0.12
H 5.325233 5.891956 0.758123 0.00 0.06 0.07
H 6.884873 5.395708 1.413228 -0.02 0.07 0.07
H 6.380476 3.024648 0.824645 -0.01 -0.06 -0.03
H 4.824948 3.519694 0.163017 0.02 -0.04 -0.04
H 5.738863 3.798360 3.069549 -0.12 0.06 -0.08
H 4.185815 4.399295 2.459486 0.05 -0.05 0.03
H 2.642557 3.778105 1.094325 0.06 0.09 -0.01
H 0.600983 2.826079 0.184067 -0.06 0.07 -0.06
H -0.806960 1.030549 -0.119099 0.06 -0.26 0.10
H -2.001291 -2.877460 -0.013337 0.02 0.16 -0.05
H -4.080375 -1.601277 -1.699635 0.01 -0.14 -0.03
H -3.567175 -3.298211 -1.889811 -0.03 0.13 0.03
H -4.488468 -3.815254 0.377564 -0.03 0.01 0.07
H -5.017340 -2.134729 0.543079 0.02 0.00 0.05
H -6.920486 -3.507250 -0.137687 0.02 0.08 -0.17
H -6.487429 -2.412115 -1.468156 -0.05 -0.09 0.05
H -6.043658 -6.027273 -0.392137 -0.03 -0.04 0.23
H -5.627619 -7.465982 -2.702969 0.00 -0.23 0.07
H -5.854060 -3.455422 -3.683005 -0.03 0.29 -0.05
H 1.576128 -0.980271 1.855500 0.00 -0.05 0.01
H 3.653661 -0.014156 2.787793 0.08 -0.08 0.07
```
Positions in Å, forces in eV/Å.

C18H24N8ReS4 | ωB97M-V/def2-TZVPD

Summary:
2S+1: 2
Total charge: +2
Highest occupied orbital energy (alpha / beta) (Ha): -0.50082 / -0.52541
ΔE to the lowest compared entry with this formula, charge and spin (kcal per mole): 13.3
Expectation value of S²: 0.760

Structure (XYZ):
```
55
Properties=species:S:1:pos:R:3:forces:R:3
Re -0.307914 -0.257487 -0.446621 -0.10 -0.40 -0.01
C 1.071207 3.703054 2.938911 0.02 -0.03 0.02
S -0.588643 3.703363 2.234763 -0.04 -0.02 0.00
C -0.471191 2.578733 0.920649 0.02 0.16 -0.03
S 0.940120 1.535642 0.689869 0.21 0.13 0.12
N -1.477741 2.509015 0.112610 -0.09 -0.02 0.05
N -1.125806 1.628416 -0.909468 0.02 0.05 0.12
C -1.072845 2.090735 -2.094335 -0.01 0.07 -0.05
C -0.221054 1.348135 -3.006200 0.06 -0.03 -0.01
C -0.003760 1.727943 -4.315678 -0.02 0.02 -0.02
C 1.017226 1.115334 -5.028697 -0.02 0.00 -0.01
C 1.795085 0.167868 -4.388033 0.04 -0.01 0.00
C 1.498413 -0.181141 -3.081355 -0.04 -0.03 0.03
N 0.500685 0.376757 -2.391832 0.01 -0.12 -0.01
H 1.001215 4.373933 3.793601 0.00 0.01 -0.01
H 1.796141 4.101971 2.234724 0.00 -0.01 -0.01
H 1.366066 2.716819 3.286916 -0.01 0.00 0.00
H -1.480020 3.069368 -2.324591 0.02 0.00 0.00
H -0.616134 2.503298 -4.755810 0.01 0.00 0.00
H 1.210663 1.386946 -6.057380 0.00 0.01 0.00
H 2.625190 -0.310909 -4.887456 -0.01 0.00 -0.01
H 2.066315 -0.951337 -2.579371 0.01 0.02 -0.01
N -1.711033 -3.619226 0.829721 0.05 -0.02 -0.06
C -0.874851 -3.581560 2.090697 -0.01 0.03 0.01
C 0.638170 -3.507195 1.841970 -0.01 -0.01 -0.04
C 1.327138 -2.132804 1.806429 -0.05 0.00 0.00
N 1.359403 -1.484448 0.446239 0.10 0.10 -0.08
C 0.772668 -1.203365 2.873773 0.06 0.03 -0.01
C -0.741811 -1.106348 2.854013 -0.02 0.01 0.00
N -1.229948 -0.363796 1.643786 0.05 -0.12 0.10
C -1.379872 -2.485193 3.022169 0.01 0.02 0.02
H -1.413898 -4.380795 0.214896 0.00 0.02 -0.02
H -1.641270 -2.750805 0.272718 0.00 0.03 0.00
H -2.693841 -3.772445 1.066098 -0.01 0.00 -0.02
H -1.085026 -4.550609 2.542414 0.03 0.01 0.05
H 0.936570 -4.133255 0.996017 -0.05 0.06 -0.04
H 1.069308 -3.999066 2.717465 0.03 -0.03 -0.03
H 2.374878 -2.324481 2.043760 0.00 -0.05 0.03
H 1.655145 -2.215958 -0.200966 0.01 0.05 -0.03
H 2.150186 -0.839139 0.457633 -0.02 0.02 0.10
H 1.221895 -0.214734 2.786037 -0.01 0.01 0.00
H 1.072004 -1.592299 3.849957 0.00 -0.02 -0.02
H -1.054941 -0.528019 3.725320 -0.01 0.04 -0.02
H -1.192209 0.621495 1.899487 -0.01 0.02 -0.01
H -2.229899 -0.546639 1.557297 0.01 0.00 -0.05
H -2.472564 -2.422746 2.994709 0.01 0.02 -0.02
H -1.140036 -2.806503 4.038055 -0.01 0.00 0.00
S -2.592003 -0.685533 -0.870002 -0.20 -0.08 -0.25
C -2.794682 -1.924846 -2.087397 -0.04 0.09 0.17
C -4.108346 -2.136303 -2.602236 -0.04 0.05 -0.05
N -5.171125 -2.289797 -3.010850 0.01 -0.01 0.05
C -1.735957 -2.678758 -2.429997 0.22 -0.08 0.19
S -0.200278 -2.347742 -1.664436 -0.21 0.01 -0.09
C -1.800370 -3.791249 -3.319504 0.05 0.01 -0.11
N -1.810000 -4.700514 -4.022140 0.00 -0.01 0.05
```
Positions in Å, forces in eV/Å.

C18H25BrIN4O5Pd | ωB97M-V/def2-TZVPD

Summary:
2S+1: 1
Total charge: -1
Highest occupied orbital energy (Ha): -0.17002
ΔE to the lowest compared entry with this formula, charge and spin (kcal per mole): 0.0

Structure (XYZ):
```
55
Properties=species:S:1:pos:R:3:forces:R:3
Pd 0.990213 0.051645 0.773439 0.44 0.19 0.16
C -3.918693 -0.677653 0.877538 0.05 -0.02 -0.03
C -4.228301 -0.338072 -0.576840 0.00 0.01 0.13
C -3.112634 -0.714205 -1.578241 -0.03 0.01 0.04
C -3.568551 -0.344946 -2.993812 0.04 -0.08 -0.16
C -2.557298 -0.725242 -4.071309 -0.01 0.01 0.05
C -2.928684 -2.215226 -1.498309 -0.02 -0.01 -0.08
O -3.773168 -2.999940 -1.889582 0.01 -0.01 0.06
N -1.758419 -2.645378 -0.948267 -0.02 0.14 0.03
C -0.703241 -1.831870 -0.506679 -0.01 0.43 -0.22
O 0.285279 -2.380004 -0.043791 -0.30 -0.50 -0.14
N -0.787712 -0.472660 -0.644959 0.40 -0.65 0.28
C -1.862182 0.100119 -1.221255 0.13 0.16 0.06
O -1.890182 1.305596 -1.470056 0.01 0.01 0.03
H -4.732152 -0.345006 1.525127 0.01 -0.02 -0.02
H -3.005622 -0.190925 1.227425 -0.04 -0.01 -0.01
H -3.801032 -1.755766 1.020273 -0.02 0.03 0.00
H -4.391688 0.736219 -0.680632 0.00 0.01 -0.03
H -5.134690 -0.856229 -0.898380 -0.01 0.03 -0.04
H -3.741305 0.730439 -3.009819 -0.02 0.01 0.03
H -4.515565 -0.853137 -3.181408 -0.02 0.00 0.01
H -1.605484 -0.213084 -3.911854 -0.01 0.00 -0.01
H -2.924617 -0.449989 -5.061307 0.02 0.01 0.00
H -2.373566 -1.802435 -4.075210 0.00 0.02 -0.01
H -1.628344 -3.638638 -0.830541 0.03 -0.01 -0.01
Br 1.051361 -2.399905 3.296494 -0.09 -0.06 -0.09
C 2.353775 -1.016685 3.213001 0.33 -0.11 0.07
C 3.280731 -0.999298 4.252813 0.02 0.04 -0.09
C 4.301610 -0.061980 4.252539 -0.04 -0.07 0.02
C 4.383302 0.845783 3.205442 -0.01 -0.04 -0.07
C 3.447115 0.811808 2.181281 0.20 -0.06 0.05
C 2.402962 -0.122235 2.151736 -0.15 0.75 0.19
I -0.682072 1.020271 2.675171 -0.05 -0.02 -0.02
H 3.189129 -1.719277 5.055486 0.01 0.00 -0.01
H 5.027030 -0.051295 5.057264 -0.03 0.02 0.01
H 5.176444 1.585219 3.184246 -0.01 -0.01 0.00
H 3.514899 1.529557 1.375691 -0.06 0.07 0.07
C 3.403082 -2.135784 -0.014428 -0.36 -0.14 -0.08
O 2.906770 -1.259696 -1.066045 1.36 -0.04 0.41
C 2.310093 -0.167163 -0.737352 -2.17 -1.05 -0.50
C 1.980014 0.569480 -1.995983 0.52 0.53 0.04
H 4.016340 -2.877719 -0.517462 -0.01 0.01 -0.07
H 2.558634 -2.601868 0.485802 -0.07 0.03 -0.02
H 3.988175 -1.563001 0.694516 0.05 0.10 0.00
H 2.481104 0.138567 -2.865200 0.02 -0.01 0.03
H 2.247441 1.621853 -1.876655 -0.10 0.01 0.03
H 0.899057 0.526340 -2.128034 -0.05 0.03 0.08
N 0.908778 4.758631 1.102695 -0.01 0.05 -0.02
C 0.857281 3.563758 0.388372 -0.08 0.06 0.04
N -0.250678 3.405770 -0.378361 0.14 0.11 -0.11
O 1.794557 2.781693 0.417741 0.08 0.26 -0.35
H 0.026839 5.114326 1.436058 0.01 -0.04 0.06
H 1.622074 4.725659 1.813233 -0.04 -0.04 0.05
H -1.040464 4.008934 -0.235102 0.00 -0.01 0.07
H -0.487745 2.494645 -0.756514 -0.04 -0.10 0.09
```
Positions in Å, forces in eV/Å.

Which of these has the highest 2S+1?
C18H24N8ReS4

What is the formula in the second record?
C18H24N4O3